1.
Density functional theory data (ωB97M-V with the def2-TZVPD basis set) for a molecular structure, C26H26Cl2InN3O7S.

The geometry in XYZ format:
```
66
Properties=species:S:1:pos:R:3:mulliken_charge:R:1
In 0.3332 -0.3815 -0.5670 1.943
C -2.2976 3.5226 -4.2005 -1.038
O -1.8136 2.5948 -3.2483 -0.267
C -2.7381 1.8612 -2.5679 0.809
C -4.0937 1.9020 -2.8034 -0.525
C -4.9683 1.0936 -2.0669 -1.046
C -4.4655 0.2502 -1.1134 -1.071
C -3.0808 0.1795 -0.8597 0.916
C -2.6727 -0.7607 0.1604 -0.297
N -1.4630 -1.0832 0.4445 0.392
N -1.2726 -1.9877 1.4735 -1.129
C -0.0045 -2.2719 1.6141 0.086
O 0.9538 -1.8212 0.8676 -0.882
C 0.3786 -3.1717 2.7330 0.785
C -0.5740 -3.9501 3.3817 -0.321
C -0.1923 -4.7988 4.4094 -0.753
C 1.1391 -4.8684 4.7989 -0.365
C 2.0887 -4.0793 4.1628 -0.759
C 1.7103 -3.2353 3.1304 -0.253
C -2.1885 1.0023 -1.5767 0.384
O -0.8868 1.0568 -1.3919 -0.722
H -1.4251 4.0448 -4.5832 0.229
H -2.8083 3.0166 -5.0245 0.371
H -2.9759 4.2441 -3.7382 0.386
H -4.4930 2.5568 -3.5645 0.438
H -6.0312 1.1398 -2.2578 0.391
H -5.1295 -0.3837 -0.5384 0.360
H -3.4580 -1.2465 0.7383 0.432
H -1.6073 -3.8835 3.0690 0.468
H -0.9347 -5.4075 4.9097 0.402
H 1.4350 -5.5305 5.6025 0.421
H 3.1246 -4.1189 4.4743 0.407
H 2.4390 -2.6158 2.6258 0.468
Cl -0.7893 -1.5007 -3.1629 -0.016
C -0.4971 -0.1874 -4.3414 0.171
Cl -1.8020 -0.0766 -5.5126 -0.161
H 0.4229 -0.4352 -4.8580 0.401
H -0.4421 0.7408 -3.7812 -0.297
C -0.3809 -6.8196 0.9587 -1.581
C 0.3734 -5.7983 0.1579 0.793
C -0.1500 -5.3010 -1.0329 -0.918
C 0.5557 -4.3843 -1.7926 -0.561
C 1.7916 -3.9465 -1.3392 0.035
C 2.3417 -4.4333 -0.1608 -0.553
C 1.6273 -5.3574 0.5782 -0.328
S 2.6990 -2.8012 -2.2962 1.394
O 4.0987 -3.0050 -2.0719 -0.747
O 2.1679 -2.7479 -3.6242 -0.657
N 2.3383 -1.2628 -1.5949 -0.464
C 3.0190 -0.2023 -2.4188 -1.049
C 2.4603 1.1901 -2.1540 -0.114
C 2.5853 1.5716 -0.6787 0.469
O 3.4608 2.3115 -0.2961 -0.680
O 1.7258 0.9724 0.1075 -0.685
H -1.4559 -6.7245 0.8092 0.382
H -0.1668 -6.7157 2.0213 0.317
H -0.0900 -7.8277 0.6549 0.365
H -1.1171 -5.6463 -1.3772 0.445
H 0.1763 -4.0389 -2.7428 0.733
H 3.3158 -4.0939 0.1649 0.446
H 2.0379 -5.7293 1.5090 0.412
H 2.7670 -1.2900 -0.6656 0.438
H 2.8643 -0.4712 -3.4621 0.625
H 4.0893 -0.2294 -2.2138 0.401
H 1.4115 1.2536 -2.4676 -0.109
H 3.0305 1.8998 -2.7509 0.433
```

Values from the calculation:
Energy above the lowest of the compared OMol25 structures with the same formula, charge and spin, kcal/mol: 4.84
HOMO-LUMO gap, eV: 7.85
Total charge: 0

=====

2.
Density functional theory data (ωB97M-V with the def2-TZVPD basis set) for a molecular structure, C26H26ClCrN5O3S3.

The geometry in XYZ format:
```
65
Properties=species:S:1:pos:R:3:mulliken_charge:R:1
Cr 0.0862 0.1402 -0.4284 0.263
Cl -2.5160 -5.7447 2.9930 -0.211
C -1.6263 -4.4313 2.2942 -0.079
C -0.2418 -4.3548 2.4776 -0.515
C 0.4788 -3.3237 1.9211 -0.456
C -0.1482 -2.3200 1.1642 0.089
O 0.5956 -1.3926 0.6038 0.183
C -1.5483 -2.3957 1.0025 0.384
C -2.3009 -1.3751 0.3556 0.120
N -1.8423 -0.3030 -0.1987 0.877
C -2.7338 0.6720 -0.7300 0.181
C -4.0774 0.7702 -0.5001 -0.931
C -4.8405 1.7609 -1.1556 -1.112
C -4.2637 2.6292 -2.0362 -0.809
C -2.8683 2.5761 -2.2636 0.665
C -2.1746 3.4415 -3.1399 -0.722
C -0.8228 3.3215 -3.2776 -1.046
C -0.1374 2.3604 -2.5185 -0.061
N -0.7474 1.5469 -1.6840 0.619
C -2.1099 1.6194 -1.5734 0.399
C -2.2665 -3.4645 1.5725 -1.129
H 0.2551 -5.1128 3.0701 0.448
H 1.5497 -3.2482 2.0702 0.499
H -3.3784 -1.5256 0.3532 0.150
H -4.5769 0.1022 0.1892 0.428
H -5.9026 1.8198 -0.9561 0.401
H -4.8561 3.3703 -2.5592 0.452
H -2.7280 4.1875 -3.6991 0.444
H -0.2608 3.9678 -3.9374 0.468
H 0.9364 2.2694 -2.5827 0.259
H -3.3425 -3.5145 1.4451 0.467
S 0.1806 -1.1156 -2.6558 -0.441
C 1.5046 -2.1692 -2.5903 0.474
N 1.8084 -2.9651 -1.5936 -0.057
C 3.1089 -3.6278 -1.6201 -0.695
C 3.5695 -3.6241 -3.0811 -0.551
S 2.6227 -2.2986 -3.9013 -0.060
H 1.3115 -2.8497 -0.7183 0.105
H 3.0072 -4.6415 -1.2408 0.404
H 3.8054 -3.0808 -0.9838 0.298
H 3.3574 -4.5618 -3.5881 0.396
H 4.6270 -3.3970 -3.1703 0.369
C 3.4304 1.1776 -1.8111 -1.073
S 2.7498 0.0271 -0.6049 0.531
C 3.4332 0.7239 0.9059 -1.202
H 4.5170 1.1621 -1.7451 0.455
H 3.0466 2.1743 -1.6053 0.275
H 3.1223 0.8356 -2.7993 0.283
H 3.2473 1.7946 0.9275 0.308
H 4.5010 0.5176 0.9400 0.483
H 2.9342 0.2393 1.7445 0.292
C -0.8588 1.6329 4.6995 -0.926
N -0.3285 2.0132 3.3918 0.158
C 0.1798 3.2552 3.1577 0.115
C 0.6792 3.6113 1.9661 -1.282
C 0.7178 2.6273 0.9092 0.417
O 1.2675 2.8376 -0.1744 -0.576
N 0.1051 1.3994 1.1449 0.740
C -0.4540 1.0785 2.3674 -0.153
O -1.0335 0.0292 2.5966 -0.593
H -0.5980 2.4059 5.4170 0.326
H -0.4308 0.6842 5.0092 0.301
H -1.9397 1.5169 4.6587 0.302
H 0.1565 3.9369 3.9976 0.355
H 1.0621 4.6018 1.7781 0.501
```

Values from the calculation:
Spin multiplicity: 4
HOMO-LUMO gap (spin up / spin down), eV: 7.15 / 7.25
Total charge: +1

=====

3.
Density functional theory data (ωB97M-V with the def2-TZVPD basis set) for a molecular structure, C26H26CrNO2S3.

The geometry in XYZ format:
```
59
Properties=species:S:1:pos:R:3:mulliken_charge:R:1
Cr 0.5929 0.4883 0.1017 0.614
C -1.4680 3.1340 0.0111 -1.128
C -0.0219 3.5202 0.0758 1.034
C 0.2868 4.8958 0.0562 -0.719
C 1.5831 5.2979 0.1262 -0.734
C 2.6093 4.3386 0.2187 1.215
C 3.9683 4.7209 0.3057 -0.866
C 4.9320 3.7615 0.3936 -0.697
C 4.5751 2.4014 0.3932 -0.647
C 3.2673 1.9877 0.3077 0.817
S 2.8724 0.2805 0.2880 -0.703
C 2.2470 2.9756 0.2222 -0.438
N 0.9167 2.5850 0.1467 0.056
H -2.0929 4.0204 0.0911 0.396
H -1.7309 2.4508 0.8148 0.233
H -1.6934 2.6503 -0.9416 0.060
H -0.5210 5.6098 -0.0077 0.377
H 1.8407 6.3495 0.1166 0.436
H 4.2176 5.7734 0.3011 0.387
H 5.9752 4.0368 0.4617 0.382
H 5.3499 1.6488 0.4584 0.454
O -1.4630 0.1146 0.2354 -0.282
S -2.8807 0.0019 -0.2808 -0.005
C -3.2826 -1.7566 -0.1433 -0.851
C -2.2025 -2.6817 -0.7092 -0.253
C -1.4754 -3.4802 0.3741 -0.822
C -0.1438 -4.0428 -0.1232 -0.899
S 1.2171 -2.8678 0.1172 0.060
O 0.5230 -1.5397 -0.1182 -0.085
C 1.4092 -3.0238 1.8786 0.763
C 0.8295 -2.1060 2.7369 -0.209
C 1.0306 -2.2461 4.1038 -0.784
C 1.8024 -3.2891 4.5908 -0.516
C 2.3847 -4.1985 3.7161 -0.586
C 2.1980 -4.0652 2.3509 -0.606
C -2.8138 0.1616 -2.0500 0.647
C -4.0068 0.4378 -2.7062 -0.648
C -3.9996 0.5770 -4.0847 -0.593
C -2.8077 0.4646 -4.7885 -0.545
C -1.6193 0.2075 -4.1204 -0.887
C -1.6171 0.0512 -2.7416 0.054
H -4.2492 -1.8556 -0.6403 0.525
H -3.4474 -1.9045 0.9257 0.563
H -1.4671 -2.0858 -1.2451 -0.060
H -2.6464 -3.3589 -1.4403 0.506
H -2.1029 -4.3032 0.7214 0.530
H -1.2911 -2.8450 1.2437 0.237
H -0.1622 -4.2659 -1.1914 0.461
H 0.1699 -4.9459 0.4014 0.543
H 0.2266 -1.2938 2.3489 0.345
H 0.5855 -1.5339 4.7849 0.434
H 1.9613 -3.3905 5.6554 0.404
H 2.9973 -5.0038 4.0971 0.404
H 2.6753 -4.7564 1.6669 0.458
H -4.9283 0.5549 -2.1492 0.465
H -4.9213 0.7897 -4.6076 0.408
H -2.8051 0.5870 -5.8627 0.413
H -0.6921 0.1272 -4.6704 0.461
H -0.6915 -0.1615 -2.2178 0.423
```

Values from the calculation:
Spin multiplicity: 5
Energy above the lowest of the compared OMol25 structures with the same formula, charge and spin, kcal/mol: 0.00
HOMO-LUMO gap (spin up / spin down), eV: 7.24 / 7.44
Total charge: +1